A cluster of 4 separate species, C10H28N3O3 in total in a non-equilibrium geometry, computed with ωB97M-V with the def2-TZVPD basis set.

Last columns: bonded neighbours and bond lengths (Å).
Atoms and positions in Å:
1 O 3.978 2.062 20.308  H2 1.028, H3 0.982, H4 1.018
2 H 3.249 1.754 20.964  O1 1.028
3 H 3.686 2.835 19.778  O1 0.982
4 H 4.213 1.217 19.790  O1 1.018
5 O 4.538 -0.298 19.547  C6 1.258
6 C 5.206 -0.929 18.689  O5 1.258, N7 1.340, C8 1.475
7 N 4.800 -0.816 17.416  C6 1.340, H9 1.009, H10 1.003
8 C 6.370 -1.796 18.952  C6 1.475, H11 1.095, H12 1.088, H13 1.087
9 H 5.162 -1.479 16.747  N7 1.009
10 H 3.991 -0.267 17.193  N7 1.003
11 H 7.259 -1.250 18.618  C8 1.095
12 H 6.419 -2.737 18.408  C8 1.088
13 H 6.509 -1.961 20.017  C8 1.087
14 O 3.498 4.696 20.069  C15 1.235
15 C 3.780 5.873 20.315  O14 1.235, N16 1.365, C17 1.485
16 N 3.793 6.778 19.293  C15 1.365, H18 1.007, H19 1.013
17 C 4.178 6.316 21.676  C15 1.485, H20 1.092, H21 1.097, H22 1.089
18 H 3.637 6.403 18.372  N16 1.007
19 H 3.273 7.621 19.506  N16 1.013
20 H 3.457 6.450 22.485  C17 1.092
21 H 4.544 7.349 21.631  C17 1.097
22 H 5.009 5.779 22.131  C17 1.089
23 C 1.505 -0.718 23.680  C24 1.532, H30 1.096, H31 1.088, H32 1.089
24 C 2.532 -0.208 22.665  C23 1.532, N25 1.493, H33 1.087, H34 1.088
25 N 2.189 1.173 22.214  C24 1.493, C26 1.500, C28 1.468
26 C 0.839 1.411 21.605  N25 1.500, C27 1.515, H35 1.092, H36 1.086
27 C 0.724 0.609 20.324  C26 1.515, H37 1.097, H38 1.091, H39 1.088
28 C 2.365 2.170 23.278  N25 1.468, C29 1.545, H40 1.092, H41 1.093
29 C 3.848 2.481 23.578  C28 1.545, H42 1.092, H43 1.094, H44 1.091
30 H 1.750 -1.748 23.962  C23 1.096
31 H 0.483 -0.823 23.320  C23 1.088
32 H 1.550 -0.203 24.639  C23 1.089
33 H 3.545 -0.279 23.054  C24 1.087
34 H 2.525 -0.795 21.748  C24 1.088
35 H 0.105 1.045 22.325  C26 1.092
36 H 0.784 2.473 21.384  C26 1.086
37 H 1.474 0.957 19.603  C27 1.097
38 H 1.045 -0.428 20.437  C27 1.091
39 H -0.251 0.642 19.844  C27 1.088
40 H 1.830 2.009 24.216  C28 1.092
41 H 2.092 3.179 22.960  C28 1.093
42 H 4.364 1.798 24.256  C29 1.092
43 H 4.007 3.459 24.042  C29 1.094
44 H 4.463 2.589 22.683  C29 1.091

Frontier orbital gap (eV): 10.042
Charge: +1
2S+1: 1
F_max (eV Å⁻¹): 2.6
Highest occupied orbital energy (eV): -12.2